1.
This record from OMol25 describes C4H7N3 in the gas phase. The level of theory is wB97M-V/def2-TZVPD.

## Properties
Kohn-Sham gap = 0.3112 hartree
SMILES = Nc1c[nH]c(N)c1
HOMO energy = -7.4306 eV
LUMO = 1.04 eV

ORCA input file:
```
! wB97M-V def2-TZVPD RIJCOSX def2/J DEFGRID3
* xyz 0 1
N -2.14924 0.90409 -0.36274
C -0.80910 0.49759 -0.33585
C -0.17364 -0.27931 -1.29069
N 1.12102 -0.44767 -0.86928
C 1.23275 0.00235 0.40956
N 1.70625 -1.08829 1.20731
C 0.09993 0.73819 0.71999
H -2.47792 1.07431 -1.30027
H -2.31605 1.70600 0.22839
H -0.50579 -0.63586 -2.24891
H 1.76471 -1.17601 -1.14336
H 1.76630 -0.79274 2.16834
H 0.87963 -1.66959 1.12689
H -0.13887 1.16693 1.69065
*
```

---

2.
This record from OMol25 describes C4H7N3 in the gas phase. The level of theory is wB97M-V/def2-TZVPD.

## Properties
Kohn-Sham gap = 0.3421 hartree
SMILES = [H]/N=C\[C@@H](N)N=C=C
HOMO energy = -8.6622 eV
LUMO = 0.65 eV

ORCA input file:
```
! wB97M-V def2-TZVPD RIJCOSX def2/J DEFGRID3
* xyz 0 1
H -0.98937 1.06252 0.75057
N -1.01192 1.63257 -0.10855
C -0.01760 1.26873 -0.86128
C 1.00496 0.20515 -0.45269
N 1.35856 0.39324 0.95704
N 0.50379 -1.14085 -0.76647
C -0.49593 -1.47218 -0.24302
C -1.61289 -1.83296 0.30720
H 0.11536 1.73416 -1.85154
H 1.89418 0.38531 -1.06899
H 1.05398 1.31775 1.26096
H 2.37665 0.42138 1.01556
H -1.71456 -2.81103 0.75918
H -2.46520 -1.16379 0.30204
*
```

---

3.
This record from OMol25 describes a gas-phase ion, C4H7N3 (charge +2). The level of theory is wB97M-V/def2-TZVPD.

## Properties
Kohn-Sham gap = 0.2860 hartree
HOMO energy = -19.2775 eV
LUMO = -11.49 eV

ORCA input file:
```
! wB97M-V def2-TZVPD RIJCOSX def2/J DEFGRID3
* xyz 2 1
C -0.07771 1.14458 -1.84042
C -0.99943 -0.68387 -0.64683
C 1.03987 0.48213 0.07747
C -1.48778 -1.61004 0.19679
N -0.90582 0.14107 -1.51492
N 0.89086 1.36532 -0.99206
N 1.93818 0.72574 0.99697
H -0.21526 1.55714 -2.85435
H -2.69672 -1.58933 0.24979
H -1.03102 -1.36923 1.18870
H -1.29571 -2.71207 0.01994
H 1.64609 2.09984 -1.25753
H 1.85416 -0.05258 1.75233
H 2.59613 1.48225 1.15353
*
```

---

4.
This record from OMol25 describes a gas-phase ion, C4H7N3 (charge +2). The level of theory is wB97M-V/def2-TZVPD.

## Properties
Kohn-Sham gap (spin up / spin down) = 0.3245 / 0.3088 hartree
HOMO energy (spin up / spin down) = -20.0587 / -19.9724 eV
LUMO (spin up / spin down) = -11.23 / -11.57 eV

ORCA input file:
```
! wB97M-V def2-TZVPD RIJCOSX def2/J DEFGRID3
* xyz 2 1
C -0.62766 -0.06254 -1.69085
C -0.46255 0.59625 0.73251
C 2.08817 -1.48816 -0.07590
C -1.13837 0.83327 -0.51352
N 0.46523 -0.65911 -1.48312
N 1.02439 -0.81774 -0.35369
N -0.69040 0.76746 1.91566
H -1.16499 -0.18850 -2.57608
H 2.74332 -1.81687 -0.80560
H 2.41813 -1.42223 0.97225
H -1.02618 1.83028 -0.75578
H -2.18309 0.82860 -0.46346
H -1.45801 1.23522 2.48483
H 0.01202 0.36407 2.61273
*
```

---

5.
This record from OMol25 describes a molecular structure, C4H7N3O. The level of theory is wB97M-V/def2-TZVPD.

## Properties
Kohn-Sham gap = 0.3839 hartree
HOMO energy = -10.0375 eV
LUMO = 0.41 eV

ORCA input file:
```
! wB97M-V def2-TZVPD RIJCOSX def2/J DEFGRID3
* xyz 0 1
C 0.01292 0.76657 -2.25695
C -0.42497 0.91826 -0.67057
C 1.18793 -0.11199 1.06720
C -1.18397 -0.35331 -0.31198
H 0.90187 -0.23216 -2.41560
H -0.86775 0.44309 -3.05381
H 0.36108 1.84554 -2.20197
H -1.06646 1.73663 -0.44856
H 2.13202 -0.48253 1.50343
H 0.53786 0.19567 2.79967
H -0.86606 -1.96718 2.13428
N 1.01251 0.73189 -0.03197
N 0.11365 -0.46264 1.95022
N -1.95909 -1.27284 -0.32375
O 0.10846 -1.75501 2.26036
*
```

---

6.
This record from OMol25 describes C4H7N3O in the gas phase. The level of theory is wB97M-V/def2-TZVPD.

## Properties
Kohn-Sham gap = 0.3903 hartree
SMILES = OCCc1cn[nH]n1
HOMO energy = -9.6739 eV
LUMO = 0.95 eV

ORCA input file:
```
! wB97M-V def2-TZVPD RIJCOSX def2/J DEFGRID3
* xyz 0 1
O 2.08846 -0.96926 -0.70549
C 1.91275 -0.01009 0.41381
C 0.78122 1.07942 -0.10354
C -0.58241 0.44673 -0.17981
C -1.87928 0.85281 -0.29053
N -2.69757 -0.30088 -0.02133
N -1.74738 -1.24253 -0.01212
N -0.46480 -0.91306 -0.09066
H 1.22078 -1.55542 -0.26598
H 2.73450 0.57882 0.58746
H 1.66952 -0.70963 1.41673
H 0.55111 1.82425 0.74994
H 1.05001 1.35903 -1.07497
H -2.61534 1.74832 -0.78047
H -2.02156 -2.18849 0.35696
*
```

---

7.
This record from OMol25 describes a molecular structure, C4H7N3O. The level of theory is wB97M-V/def2-TZVPD.

## Properties
Kohn-Sham gap = 0.3714 hartree
HOMO energy = -9.7626 eV
LUMO = 0.34 eV

ORCA input file:
```
! wB97M-V def2-TZVPD RIJCOSX def2/J DEFGRID3
* xyz 0 1
C -1.93134 -0.28604 0.91521
C -0.60474 -0.24869 0.11614
C 1.96981 -0.22621 0.67902
C 0.47127 0.07925 -2.04179
H -1.51975 -0.73857 2.05728
H -2.96347 -1.11040 0.54748
H -2.54338 0.94724 1.06725
H 0.30899 0.21814 1.94866
H 2.48007 0.28531 1.45529
H 0.63008 -0.95874 -2.45851
H 0.52927 1.83457 -1.58125
N 0.49254 -0.34788 1.15716
N -0.67097 -0.00055 -1.18061
N 0.97813 1.25640 -2.37124
O 2.37348 -0.70381 -0.31006
*
```

---

8.
This record from OMol25 describes C4H7N3O in the gas phase. The level of theory is wB97M-V/def2-TZVPD.

## Properties
Kohn-Sham gap = 0.3525 hartree
SMILES = O=CN/C=N/N1CC1
HOMO energy = -8.9005 eV
LUMO = 0.69 eV

ORCA input file:
```
! wB97M-V def2-TZVPD RIJCOSX def2/J DEFGRID3
* xyz 0 1
O -2.31557 -1.53543 0.03059
C -2.74321 -0.43617 -0.14163
N -2.13274 0.83852 -0.07970
C -0.71382 1.03041 -0.08056
N 0.07957 -0.00045 -0.35050
N 1.45056 0.55493 -0.43348
C 2.14917 -0.34275 0.72644
C 2.21548 -0.71624 -0.62224
H -3.81314 -0.29447 -0.30993
H -2.78334 1.58932 0.17924
H -0.43780 2.06272 0.23322
H 2.89026 0.15879 1.26454
H 1.38207 -0.77882 1.53666
H 1.40577 -1.43311 -0.93419
H 3.36672 -0.69726 -1.01846
*
```

---

9.
This record from OMol25 describes C4H7N3O in the gas phase. The level of theory is wB97M-V/def2-TZVPD.

## Properties
Kohn-Sham gap = 0.3266 hartree
SMILES = N/N=C1/NO[C@H]2C[C@@H]12
HOMO energy = -7.7910 eV
LUMO = 1.10 eV

ORCA input file:
```
! wB97M-V def2-TZVPD RIJCOSX def2/J DEFGRID3
* xyz 0 1
N 2.59593 0.53778 0.00356
N 1.82228 -0.51834 0.06723
C 0.56559 -0.39306 -0.08016
N -0.35034 -1.45433 0.18707
O -1.68012 -1.03778 -0.10280
C -1.63739 0.34600 -0.40361
C -1.37925 1.42046 0.60216
C -0.22332 0.94678 -0.34517
H 3.32341 0.35097 0.66691
H 3.14166 0.61447 -0.87246
H -0.31419 -2.29735 0.73365
H -2.35398 0.60063 -1.20647
H -1.20555 1.13751 1.62219
H -1.69164 2.44136 0.60056
H 0.11243 1.57787 -1.16632
*
```

---

10.
This record from OMol25 describes a molecular structure, C4H7N3O. The level of theory is wB97M-V/def2-TZVPD.

## Properties
Kohn-Sham gap = 0.3085 hartree
HOMO energy = -8.6604 eV
LUMO = -0.27 eV

ORCA input file:
```
! wB97M-V def2-TZVPD RIJCOSX def2/J DEFGRID3
* xyz 0 1
C 0.12935 0.85472 -0.03848
C -0.11790 -0.27026 0.77821
N 1.37625 1.34425 -0.20365
N 0.99014 -0.92570 1.36915
C -1.38977 -0.83942 0.76649
O -2.25189 -0.63124 -0.15861
C -0.71155 0.16075 -2.20700
N 0.04601 0.16634 -3.07456
H -1.67416 -0.29789 -1.31618
H -0.68704 1.54352 -0.19394
H 2.13247 0.68228 -0.10601
H 1.50047 2.09715 -0.86006
H 0.76304 -1.83592 1.74328
H 1.46604 -0.36165 2.06238
H -1.57146 -1.68694 1.43899
*
```